1.
Formula: C45H61BN4O4ReS3Se
Source: the Open Molecules 2025 dataset
Level of theory: wB97M-V/def2-TZVPD

The geometry in ORCA input format:
```
! RIJCOSX wB97M-V def2-TZVPD def2/J DEFGRID3
* xyz 0 4
Re 0.44031 0.40188 1.72774
C -3.49678 -6.01646 0.72988
C -2.14231 -6.05068 0.02229
C -2.38674 -6.33687 -1.46767
C -1.30554 -7.18962 0.62632
C -1.38553 -4.73166 0.17922
C -1.83666 -3.69601 0.97077
C -1.09717 -2.52232 1.07914
Se -1.77241 -1.13377 2.22213
C -2.76187 -0.11346 0.92687
C -4.12967 -0.34786 0.82768
C -4.88453 0.34790 -0.09563
C -4.19972 1.26092 -0.90195
C -2.83819 1.51691 -0.83141
C -2.08647 0.83363 0.15223
O -0.78610 1.10083 0.34074
C -2.18848 2.56453 -1.75169
C -1.78020 3.77568 -0.89454
C -0.95749 1.97957 -2.46634
C -3.15105 3.04618 -2.83870
C -6.40051 0.18986 -0.20952
C -7.07141 1.38147 0.49251
C -6.88257 -1.10507 0.44731
C -6.83250 0.17021 -1.68440
C 0.11273 -2.32610 0.41760
O 0.85798 -1.22752 0.59363
C 0.57151 -3.36444 -0.43400
C -0.17635 -4.52996 -0.49718
C 1.85522 -3.19028 -1.25925
C 3.07205 -3.02782 -0.33124
C 2.11093 -4.39304 -2.17020
C 1.72790 -1.95279 -2.17005
H -4.02212 -6.95900 0.55695
H -4.12708 -5.20492 0.35138
H -3.38306 -5.89293 1.81162
H -3.00130 -7.23465 -1.58728
H -1.44977 -6.49977 -2.00768
H -2.90645 -5.49747 -1.93961
H -1.81466 -8.14965 0.49376
H -1.15183 -7.02513 1.69682
H -0.32254 -7.25529 0.15081
H -2.76837 -3.77369 1.51764
H -4.57573 -1.08282 1.48546
H -4.77375 1.81864 -1.62930
H -0.94466 3.53782 -0.23812
H -2.62053 4.09910 -0.27305
H -1.48584 4.61422 -1.53538
H -0.17859 1.69611 -1.76337
H -0.54269 2.72468 -3.15624
H -1.23619 1.09448 -3.04751
H -4.01449 3.57154 -2.42019
H -3.51067 2.21909 -3.45947
H -2.62188 3.74968 -3.48468
H -6.87661 1.35347 1.56776
H -8.15532 1.36131 0.33639
H -6.68497 2.32732 0.10383
H -6.71479 -1.09966 1.52704
H -6.37700 -1.97664 0.02097
H -7.95595 -1.21929 0.28424
H -6.73215 1.15362 -2.15041
H -7.88198 -0.12365 -1.76390
H -6.23057 -0.54132 -2.25589
H 0.19627 -5.33815 -1.11410
H 3.12919 -3.85741 0.38348
H 3.02300 -2.08991 0.22335
H 3.99198 -3.03250 -0.92530
H 2.28579 -5.31008 -1.59966
H 3.00327 -4.20017 -2.76965
H 1.27503 -4.55976 -2.85580
H 1.60705 -1.04078 -1.59135
H 0.86176 -2.05440 -2.83158
H 2.62418 -1.85544 -2.79154
S 4.34307 6.12653 1.84669
C 2.98333 5.18904 1.88810
S 2.49243 4.24640 3.26223
C 1.13728 3.58958 2.36750
N 1.05082 4.04619 1.17906
N 2.07424 4.92497 0.90255
C 2.10875 5.41499 -0.44773
C 2.30377 6.75723 -0.72787
C 2.27431 7.18068 -2.04926
C 2.04453 6.27329 -3.07570
C 1.86310 4.92861 -2.78032
C 1.89559 4.49377 -1.46423
S 0.08613 2.40784 3.10517
H 2.47808 7.45885 0.07500
H 2.42327 8.22973 -2.27412
H 1.99948 6.61573 -4.10236
H 1.69146 4.21461 -3.57793
H 1.75380 3.44839 -1.21025
C 5.33187 1.64014 2.44222
C 4.76822 0.87641 1.25166
C 5.73370 -0.21775 0.84257
O 3.52897 0.26086 1.69225
B 2.46948 1.01087 1.21141
O 2.89698 2.02449 0.38720
C 4.29928 1.80446 0.08287
C 4.34010 1.10624 -1.27449
C 4.99818 3.14219 0.00393
H 5.44578 0.94439 3.27666
H 4.65741 2.43908 2.75344
H 6.30842 2.06953 2.20703
H 6.00975 -0.79786 1.72669
H 6.64483 0.21524 0.41950
H 5.28789 -0.89530 0.11370
H 3.73366 0.19468 -1.25419
H 5.36241 0.85256 -1.56132
H 3.91899 1.77594 -2.02885
H 4.93245 3.70316 0.93484
H 4.53733 3.74124 -0.78386
H 6.05440 2.99913 -0.24443
N 1.88323 -1.22216 5.37288
C 2.26674 -2.25692 4.53875
C 1.94914 -1.85617 3.28657
N 1.37905 -0.59252 3.35562
C 1.35345 -0.24297 4.62841
H 1.97477 -1.19801 6.37220
H 2.70983 -3.16725 4.90226
H 2.10490 -2.35489 2.34458
H 0.98101 0.69436 5.01066
*
```

Its expectation value of S² is 3.770. The calculation puts the total energy at -162469.454 eV. As for the LUMO energy (spin up / spin down): 0.0024 / -0.0288 Eh. The value obtained for the frontier orbital gap (spin up / spin down) is 7.51 / 6.93 eV. The value obtained for the energy above the lowest of the compared OMol25 structures with the same formula, charge and spin is 7.26 kcal per mole.

2.
Formula: H18O9
Source: the Open Molecules 2025 dataset
Level of theory: wB97M-V/def2-TZVPD

The geometry in ORCA input format:
```
! RIJCOSX wB97M-V def2-TZVPD def2/J DEFGRID3
* xyz 0 1
O 0.94891 0.41810 0.07777
H 0.63641 -0.18042 -0.61005
H 0.19380 0.50972 0.66974
O -3.27261 0.21213 2.57643
H -3.44733 -0.38861 1.84324
H -3.51384 -0.29640 3.35886
O -0.30134 2.21402 1.08387
H -1.04472 2.13444 0.47556
H 0.22117 2.93867 0.72213
O 0.62216 -1.80740 -4.48617
H 0.12220 -2.34987 -5.10646
H 1.40418 -2.33562 -4.29014
O 1.57748 4.54334 2.76949
H 0.63762 4.54183 2.55585
H 1.89451 5.38658 2.42682
O 2.60911 -2.38184 -1.95116
H 3.56634 -2.39332 -2.06329
H 2.44654 -3.03033 -1.25688
O -2.17041 0.16471 -1.90940
H -2.08195 1.12336 -1.86304
H -1.51802 -0.16173 -1.27946
O 2.75574 -1.21841 2.77503
H 3.28707 -1.98984 3.00214
H 2.59192 -1.31637 1.83028
O -2.96489 -1.63642 -0.20416
H -3.18823 -0.95542 -0.84864
H -2.01182 -1.74491 -0.29837
*
```

The calculation puts the total energy at -18718.754 eV. As for the LUMO energy: 0.0011 Eh. The value obtained for the frontier orbital gap is 10.84 eV. The value obtained for the energy above the lowest of the compared OMol25 structures with the same formula, charge and spin is 77.99 kcal per mole.

3.
Formula: C8H7N
Source: the Open Molecules 2025 dataset
Level of theory: wB97M-V/def2-TZVPD

The geometry in ORCA input format:
```
! RIJCOSX wB97M-V def2-TZVPD def2/J DEFGRID3
* xyz 0 1
C -1.36376 -1.55642 -0.20726
C -0.03615 -0.84885 0.04047
C 0.12516 0.75516 -0.10956
C 1.51923 0.55923 -0.88109
C 2.86370 0.69342 -0.18459
N 3.24677 -0.31172 0.53718
C 2.10660 -1.18752 0.42322
C 0.98308 -0.97793 1.03878
C 1.22059 -0.96252 -0.78274
H -1.23906 -1.97699 -1.14293
H -2.13881 -0.85064 -0.18996
H -1.49822 -2.07172 0.69802
H 0.00593 1.44540 0.80601
H -0.54224 1.10309 -0.91673
H 1.26688 1.10357 -1.89340
H 3.52471 1.47749 -0.44761
*
```

The calculation puts the total energy at -9891.136 eV. As for the LUMO energy (spin up / spin down): -0.0067 / -0.0067 Eh. The value obtained for the frontier orbital gap (spin up / spin down) is 7.92 / 7.91 eV. The value obtained for the energy above the lowest of the compared OMol25 structures with the same formula, charge and spin is 176.87 kcal per mole.